Computed, not measured: a cluster of 10 separate species, C60H148F5N9O17S3 in total, with ωB97M-V with the def2-TZVPD basis set.

Positions of all 242 atoms, in Å:
1 N -3.5477 17.6123 12.3137
2 S -4.6948 16.7109 12.5493
3 O -4.3898 15.2860 12.3823
4 O -6.0676 17.2312 12.3037
5 F -4.5556 16.8342 14.1800
6 S -3.7270 17.5706 10.6035
7 O -4.3560 18.6962 9.9805
8 O -3.9781 16.2834 9.9731
9 F -2.1508 17.7987 10.1845
10 C -9.4859 20.4453 10.7450
11 C -9.0236 21.1974 12.0084
12 C -7.5766 21.6561 12.0107
13 C -7.3213 22.5681 13.2702
14 N -5.9833 22.3418 14.0494
15 C -5.9814 20.9039 14.6810
16 C -6.2873 21.0133 16.1991
17 C -5.5082 22.2237 16.5745
18 C -5.9405 23.1837 15.3766
19 C -4.7503 22.5295 13.1316
20 H -8.8358 19.6245 10.4420
21 H -9.7703 21.0138 9.8595
22 H -10.4903 20.0561 10.9119
23 H -9.0929 20.4480 12.7968
24 H -9.7000 22.0149 12.2580
25 H -7.3017 22.3534 11.2194
26 H -6.9104 20.7956 12.0713
27 H -8.1251 22.3220 13.9640
28 H -7.4459 23.6399 13.1163
29 H -4.9765 20.5398 14.4673
30 H -6.7087 20.2857 14.1546
31 H -5.8485 20.1612 16.7182
32 H -7.3323 21.0589 16.5056
33 H -4.4225 22.1294 16.5541
34 H -5.6369 22.7085 17.5423
35 H -5.2368 24.0039 15.2345
36 H -6.9068 23.6635 15.5323
37 H -5.0347 22.0546 12.1926
38 H -3.9270 22.0563 13.6668
39 H -4.7215 23.6114 13.0022
40 C 4.0011 18.7361 3.1473
41 O 4.0224 17.4085 3.7608
42 C 4.5497 16.4833 2.7418
43 C 4.1927 15.0014 3.0671
44 N 3.6612 14.8829 4.5475
45 H 2.9998 15.6425 4.6225
46 H 3.1749 13.9980 4.5687
47 C 4.7777 15.0494 5.5818
48 C 4.0942 15.0921 7.0246
49 O 2.7041 15.4555 7.0820
50 C 2.3428 16.7938 7.0143
51 H 3.0207 19.0820 2.8199
52 H 4.7473 18.9375 2.3787
53 H 4.2938 19.3193 4.0204
54 H 5.6205 16.6662 2.6526
55 H 4.0397 16.7114 1.8058
56 H 5.0926 14.3888 3.0118
57 H 3.3970 14.6446 2.4131
58 H 5.1327 16.0491 5.3315
59 H 5.4522 14.2116 5.4054
60 H 4.5642 15.7885 7.7191
61 H 4.2466 14.1334 7.5204
62 H 1.2759 17.0171 7.0170
63 H 2.7399 17.3750 6.1820
64 H 2.5711 17.2469 7.9790
65 C 2.6049 14.6435 14.3213
66 O 1.1774 14.6891 14.0488
67 C 0.8708 15.9906 13.2661
68 C 0.8984 17.3663 13.9770
69 N -0.2497 17.6263 14.9836
70 H -0.1955 18.5483 15.3923
71 H -1.0383 17.6391 14.3527
72 C -0.4219 16.6021 16.2013
73 C 0.8742 16.3091 17.0191
74 O 1.4876 17.5823 17.4997
75 C 0.9193 18.0480 18.7083
76 H 2.9125 14.2211 13.3647
77 H 2.6112 14.0557 15.2392
78 H 2.9545 15.6325 14.6173
79 H -0.0659 15.8299 12.7322
80 H 1.5402 16.1527 12.4213
81 H 0.6213 18.1763 13.3023
82 H 1.8231 17.6468 14.4813
83 H -0.7584 15.6798 15.7277
84 H -1.1825 16.9700 16.8899
85 H 1.6566 15.8915 16.3854
86 H 0.7484 15.5096 17.7492
87 H 1.5548 18.7137 19.2922
88 H 0.6195 17.1972 19.3202
89 H -0.0249 18.5727 18.5626
90 C -5.7542 11.8814 6.1662
91 O -4.3107 11.7622 6.2223
92 C -3.6638 10.9902 5.2351
93 C -2.1646 10.8665 5.3931
94 N -1.3884 12.2145 5.6555
95 H -0.4239 12.1547 5.3619
96 H -1.8057 12.9709 5.1321
97 C -1.4425 12.9021 7.0671
98 C -0.9816 12.0215 8.3390
99 O -1.9674 11.0160 8.6030
100 C -3.1775 11.4515 9.2771
101 H -6.3290 10.9660 6.3070
102 H -6.0248 12.3570 5.2235
103 H -6.0590 12.5850 6.9408
104 H -3.9780 11.4502 4.2982
105 H -4.1282 10.0164 5.3908
106 H -1.6421 10.4068 4.5542
107 H -1.8693 10.2694 6.2559
108 H -2.4692 13.1920 7.2904
109 H -0.7972 13.7749 6.9671
110 H -0.9017 12.5953 9.2623
111 H -0.0066 11.6070 8.0827
112 H -3.6880 10.6437 9.8013
113 H -3.9408 11.7108 8.5435
114 H -2.8573 12.1634 10.0380
115 C -3.1181 8.5053 17.7223
116 C -2.6179 8.9688 16.3772
117 N -2.2149 10.4858 16.2626
118 C -1.3017 10.6217 15.0225
119 C -3.5450 11.3241 16.0679
120 C -4.7204 11.2581 17.1189
121 C -1.4368 11.0710 17.5267
122 C -0.0621 10.4805 18.0230
123 O 0.9686 10.9699 17.1582
124 C 2.3209 10.9628 17.6841
125 H -3.9894 8.9467 18.2062
126 H -2.2986 8.5131 18.4409
127 H -3.4564 7.4709 17.6628
128 H -3.4094 8.8129 15.6442
129 H -1.7346 8.4271 16.0390
130 H -1.2894 11.6780 14.7538
131 H -1.5833 9.9685 14.1966
132 H -0.2796 10.2735 15.1715
133 H -3.9755 11.1931 15.0751
134 H -3.2242 12.3658 16.0638
135 H -5.2705 10.3350 16.9361
136 H -5.3529 12.1431 17.0502
137 H -4.3436 11.0804 18.1261
138 H -2.2029 11.1249 18.3002
139 H -1.2429 12.0369 17.0601
140 H -0.0337 9.4062 17.8414
141 H 0.0276 10.7644 19.0716
142 H 3.1535 10.8921 16.9843
143 H 2.3741 10.0544 18.2843
144 H 2.4144 11.7547 18.4272
145 C -9.1753 14.8303 15.1667
146 C -10.3907 15.8265 15.3291
147 N -10.7639 16.2541 16.8419
148 C -10.5873 14.9589 17.7084
149 C -9.7907 17.3608 17.3410
150 C -9.8411 17.8584 18.7879
151 C -12.2672 16.7912 16.9322
152 C -13.4477 15.7924 16.5174
153 O -13.3608 14.5966 17.1987
154 C -13.8950 14.4230 18.4659
155 H -8.2838 15.2880 15.5955
156 H -8.9291 14.5333 14.1473
157 H -9.3107 13.8944 15.7088
158 H -11.2082 15.4781 14.6980
159 H -10.0827 16.7314 14.8052
160 H -11.1452 15.0628 18.6390
161 H -9.5024 14.8751 17.7723
162 H -10.9440 14.1310 17.0957
163 H -9.9105 18.2474 16.7183
164 H -8.7991 16.9275 17.2101
165 H -9.0327 18.5373 19.0595
166 H -10.0710 16.9971 19.4150
167 H -10.7153 18.4376 19.0853
168 H -12.3926 17.7802 16.4914
169 H -12.3613 17.0233 17.9930
170 H -13.5088 15.7054 15.4326
171 H -14.3992 16.2097 16.8469
172 H -14.9488 14.6897 18.5462
173 H -13.3422 15.1335 19.0805
174 H -13.8011 13.3944 18.8142
175 C 2.9850 23.5240 7.9404
176 C 1.9824 22.7223 8.8044
177 N 0.5730 23.2625 8.9594
178 C -0.1726 22.4321 9.9095
179 C 0.6843 24.7052 9.4788
180 C 1.2849 24.8957 10.9175
181 C -0.2230 23.3580 7.5796
182 C -0.0828 22.1691 6.5585
183 O -0.7830 20.9861 6.8866
184 C -0.6991 19.9470 5.9709
185 H 3.0968 24.5227 8.3627
186 H 2.5109 23.6987 6.9746
187 H 3.9365 22.9956 7.8819
188 H 2.4212 22.5872 9.7930
189 H 1.9506 21.6680 8.5298
190 H -0.4316 21.5332 9.3500
191 H -1.1184 22.9515 10.0643
192 H 0.3765 22.1558 10.8096
193 H -0.3464 25.0596 9.4673
194 H 1.1217 25.4151 8.7768
195 H 1.2871 25.9719 11.0904
196 H 2.3440 24.6782 11.0553
197 H 0.6787 24.5974 11.7729
198 H 0.3885 24.0732 7.0295
199 H -1.2194 23.7383 7.8046
200 H 0.9790 21.9351 6.4824
201 H -0.2426 22.6065 5.5730
202 H -1.0602 19.0723 6.5117
203 H 0.2481 19.8250 5.4456
204 H -1.3696 19.9091 5.1123
205 C -9.5427 21.1254 3.5721
206 C -8.1728 20.7558 2.8835
207 N -7.0986 20.2862 3.8771
208 C -6.9608 21.3531 4.9881
209 C -7.5418 18.9068 4.5148
210 C -6.5592 18.2767 5.6236
211 C -5.6204 20.0827 3.2648
212 C -5.0191 21.3383 2.5093
213 O -4.9167 22.4548 3.2391
214 C -4.0923 23.4598 2.8269
215 H -9.9226 20.4175 4.3086
216 H -10.2781 21.1938 2.7704
217 H -9.6128 22.1433 3.9556
218 H -7.7022 21.5973 2.3751
219 H -8.3241 19.9509 2.1643
220 H -7.7224 21.1703 5.7462
221 H -7.1622 22.3022 4.4912
222 H -5.9311 21.4415 5.3346
223 H -7.6337 18.1268 3.7589
224 H -8.5776 19.0210 4.8343
225 H -6.0256 19.0997 6.0991
226 H -5.9089 17.5059 5.2100
227 H -7.0911 17.7793 6.4346
228 H -5.6757 19.1511 2.7017
229 H -5.0585 19.8429 4.1674
230 H -5.5947 21.5371 1.6053
231 H -4.0458 21.1266 2.0666
232 H -3.1570 22.9956 2.5143
233 H -3.8396 24.2171 3.5690
234 H -4.3400 23.9363 1.8783
235 C -4.2300 16.4492 21.5407
236 F -5.2416 17.1579 22.0065
237 F -3.2861 17.3345 21.3437
238 F -3.8806 15.5433 22.5849
239 S -4.6765 15.4117 19.9752
240 O -4.9858 16.4198 18.9199
241 O -3.4770 14.6648 19.6842
242 O -5.7921 14.5698 20.4125

Lowest unoccupied orbital energy   -0.3831 Ha
HOMO   -15.300 eV
Total charge   +6
2S+1   1
HOMO-LUMO gap   4.88 eV

Atomic partial charges in e from the Mulliken method, atoms 1 to 99: -0.10 0.98 -0.56 -0.56 -0.27 0.87 -0.55 -0.52 -0.30 -1.37 -0.62 -0.57 -1.14 0.43 -0.31 -0.64 -0.64 -0.63 -1.02 0.29 0.36 0.41 0.31 0.43 0.42 0.43 0.60 0.56 0.23 0.24 0.45 0.25 0.28 0.41 0.33 0.37 0.36 0.41 0.35 -0.88 -0.35 -0.46 -0.71 -0.24 0.29 0.33 -0.39 -0.56 -0.24 -0.72 0.28 0.44 0.26 0.39 0.48 0.38 0.40 0.26 0.48 0.40 0.33 0.19 0.22 0.41 -0.90 -0.17 -0.47 -0.76 -0.13 0.42 0.23 -0.77 -0.25 -0.43 -0.70 0.33 0.22 0.37 0.40 0.38 0.47 0.38 0.40 0.57 -0.07 0.57 0.30 0.35 0.26 -0.82 -0.24 -0.49 -0.63 -0.16 0.37 0.36 -0.60 -0.60 -0.37